{
  "formula": "C18H8BrClF5GaNO3Te4",
  "method": "ωB97M-V/def2-TZVPD",
  "total_charge": -1,
  "gap_ha": 0.2112,
  "energy_ev": -204134.034,
  "de_lowest_kcal_mol": 21.4,
  "e_lumo_ev": 1.711,
  "mol_weight_g_mol": 1076.7,
  "homo_energy_ev": -4.04,
  "elements": ["Ga", "Cl", "C", "C", "C", "C", "O", "C", "C", "O", "C", "H", "H", "H", "H", "Te", "Te", "Te", "Te", "F", "C", "C", "F", "C", "F", "C", "O", "C", "F", "C", "F", "Br", "C", "C", "C", "N", "C", "C", "H", "H", "H", "H"],
  "xyz": [[-0.15935, 0.22327, 0.11017], [2.18213, 4.95313, 5.06405], [1.79551, 3.61345, 4.01171], [2.21894, 2.31832, 4.36346], [1.92993, 1.24903, 3.56561], [1.18663, 1.40038, 2.36117], [0.95073, 0.35660, 1.65073], [0.77110, 2.71911, 2.02479], [0.00452, 3.01766, 0.85217], [-0.47044, 2.22136, 0.03580], [1.09401, 3.80961, 2.86262], [2.78393, 2.18100, 5.27671], [2.25503, 0.25020, 3.82273], [-0.18893, 4.08318, 0.66494], [0.77194, 4.80508, 2.58064], [-2.32193, -0.26993, 1.55177], [-3.69686, -2.13558, 0.16108], [-2.10500, -2.91217, -1.93322], [0.12044, -1.36206, -1.84219], [3.82690, 3.52962, -5.10632], [3.28189, 2.87754, -4.06230], [4.07328, 2.39172, -3.03684], [5.40308, 2.57421, -3.08508], [3.50686, 1.72575, -1.97030], [4.32318, 1.27658, -1.00302], [2.11884, 1.49937, -1.84229], [1.65266, 0.86191, -0.81624], [1.35462, 2.01058, -2.91188], [0.02366, 1.83328, -2.92824], [1.91841, 2.67569, -3.98584], [1.13043, 3.12863, -4.97452], [-5.72995, 3.40122, -4.46573], [-4.46892, 2.51918, -3.36219], [-4.38487, 2.84466, -2.02122], [-3.44923, 2.15848, -1.25937], [-2.64384, 1.22469, -1.74902], [-2.74131, 0.93410, -3.04028], [-3.64253, 1.55275, -3.89888], [-5.02338, 3.59749, -1.58129], [-3.34932, 2.35976, -0.19776], [-2.06394, 0.17067, -3.40714], [-3.69053, 1.28364, -4.94436]],
  "forces_ev_per_angstrom": [[0.208, 0.468, -0.453], [-0.009, -0.046, -0.046], [0.029, 0.015, 0.042], [0.020, 0.019, 0.017], [-0.013, 0.019, -0.027], [0.094, -0.016, -0.073], [-0.083, -0.155, 0.354], [-0.111, 0.061, -0.115], [0.126, -0.070, 0.107], [-0.158, 0.134, 0.054], [0.013, 0.010, -0.001], [-0.011, -0.002, -0.004], [-0.002, 0.005, 0.003], [-0.023, 0.017, 0.022], [-0.005, -0.007, 0.004], [-0.003, -0.164, 0.144], [-0.070, 0.232, 0.060], [0.074, -0.106, -0.108], [-0.019, -0.440, -0.023], [-0.005, -0.012, 0.020], [-0.004, -0.001, 0.011], [0.015, 0.002, -0.013], [-0.011, 0.001, -0.001], [0.002, 0.028, 0.063], [-0.003, -0.008, 0.011], [0.004, 0.054, -0.089], [-0.075, -0.032, -0.001], [0.056, -0.046, -0.011], [0.004, 0.133, 0.103], [-0.001, 0.021, -0.036], [-0.003, -0.007, 0.019], [-0.048, 0.043, -0.047], [0.037, -0.024, 0.040], [0.011, -0.010, 0.000], [-0.028, -0.011, 0.012], [0.033, -0.065, -0.045], [-0.058, 0.001, -0.002], [0.015, -0.029, 0.009], [0.008, -0.011, 0.002], [-0.005, -0.005, 0.004], [-0.005, 0.007, -0.017], [0.003, -0.001, 0.014]]
}

---

{
  "formula": "C18H9BaF6IN4O8S4",
  "method": "ωB97M-V/def2-TZVPD",
  "total_charge": -2,
  "gap_ha": 0.2073,
  "energy_ev": -109598.514,
  "de_lowest_kcal_mol": 25.7,
  "e_lumo_ev": 3.839,
  "mol_weight_g_mol": 915.8,
  "homo_energy_ev": -1.80,
  "elements": ["Ba", "O", "C", "O", "C", "C", "C", "C", "C", "N", "C", "O", "O", "H", "H", "H", "H", "H", "S", "C", "C", "C", "C", "N", "C", "C", "C", "S", "C", "N", "H", "H", "F", "C", "F", "F", "S", "O", "O", "N", "S", "O", "O", "C", "F", "F", "F", "I", "C", "H", "H"],
  "xyz": [[0.56006, 1.48931, -0.25350], [-0.34408, -1.99334, 2.34272], [-0.77300, -1.04827, 1.57157], [-0.59328, 0.15136, 1.72777], [-1.47498, -1.51999, 0.32435], [-2.44446, -2.49921, 0.22373], [-2.92886, -2.78504, -1.04804], [-2.39133, -2.14644, -2.15552], [-1.38725, -1.20654, -1.95125], [-0.98590, -0.88415, -0.73157], [-0.54543, -0.52867, -3.03716], [-1.34166, -0.44938, -4.24620], [-0.11794, 0.67409, -2.66120], [0.58088, -1.68629, 2.74742], [-2.79871, -3.01845, 1.10333], [-3.71150, -3.52422, -1.17354], [-2.72587, -2.36050, -3.16098], [-1.12823, 0.44240, -4.54567], [2.22665, -1.37346, -0.05488], [3.63849, -1.47181, 0.98145], [4.86881, -1.63801, 0.32593], [6.08598, -1.73609, 0.98398], [7.29726, -1.90739, 0.23969], [8.27069, -2.04199, -0.36212], [6.09455, -1.66569, 2.38719], [4.89115, -1.51568, 3.05516], [3.64387, -1.42741, 2.40991], [2.27075, -1.22977, 3.46094], [7.31447, -1.74957, 3.13503], [8.28682, -1.80995, 3.75019], [4.85471, -1.68355, -0.75530], [4.89858, -1.46713, 4.13604], [-0.58994, 5.67794, -2.48400], [-0.70794, 4.38355, -2.17603], [0.45351, 3.79252, -2.46144], [-1.65295, 3.84975, -2.93591], [-1.25688, 4.24852, -0.38277], [-1.89889, 2.96022, -0.27259], [-2.05564, 5.41769, -0.19157], [0.16171, 4.29154, 0.34078], [0.20600, 4.00824, 1.90615], [0.86732, 2.78311, 2.26665], [-1.01822, 4.35505, 2.56158], [1.44199, 5.29252, 2.37966], [1.59443, 5.28017, 3.70446], [2.62312, 5.04601, 1.81172], [1.04388, 6.51104, 2.01338], [2.22006, -0.62993, -4.35214], [0.60002, -1.54260, -3.31998], [1.03650, -1.94067, -2.40559], [0.25088, -2.34590, -3.96467]],
  "forces_ev_per_angstrom": [[0.450, -2.067, -0.701], [-0.146, -0.011, -0.039], [-0.169, -0.102, -0.032], [-0.008, -0.030, 0.100], [0.083, 0.088, -0.065], [-0.007, -0.068, 0.003], [0.006, 0.012, 0.010], [0.018, -0.020, 0.016], [0.091, -0.056, -0.048], [-0.145, 0.121, 0.072], [0.311, 0.353, -0.230], [-0.115, -0.039, 0.051], [0.031, 0.249, 0.353], [0.232, -0.050, 0.169], [0.005, 0.004, 0.004], [-0.003, 0.002, -0.004], [0.003, -0.002, -0.002], [-0.048, 0.008, 0.014], [-0.203, 0.344, 0.386], [0.082, -0.043, -0.189], [-0.001, 0.023, 0.007], [0.020, -0.021, 0.004], [-0.006, 0.027, 0.019], [-0.004, -0.011, -0.011], [0.023, -0.006, 0.013], [-0.031, -0.016, 0.007], [0.049, 0.012, -0.027], [-0.070, 0.072, -0.030], [-0.004, 0.019, -0.017], [-0.005, -0.014, 0.004], [-0.007, 0.001, 0.003], [-0.006, -0.005, 0.000], [0.058, -0.020, -0.037], [-0.056, 0.296, 0.074], [-0.001, -0.184, 0.315], [-0.063, 0.017, 0.027], [-0.456, 0.776, -0.146], [0.339, -0.086, -0.072], [-0.054, -0.035, -0.040], [0.006, -0.541, -0.288], [-0.151, 0.914, 0.806], [-0.048, 0.077, -0.551], [0.109, -0.036, 0.097], [-0.007, 0.058, 0.018], [0.005, -0.016, -0.008], [-0.010, -0.002, -0.013], [-0.038, -0.002, -0.003], [0.027, 0.031, -0.109], [-0.128, -0.060, 0.014], [0.044, 0.083, 0.021], [-0.004, -0.043, 0.053]]
}

---

{
  "formula": "C18H9F3N3O2S",
  "method": "ωB97M-V/def2-TZVPD",
  "total_charge": -1,
  "gap_ha": 0.1695,
  "energy_ev": -46365.413,
  "de_lowest_kcal_mol": 31.4,
  "e_lumo_ev": 1.455,
  "mol_weight_g_mol": 388.3,
  "homo_energy_ev": -3.16,
  "elements": ["C", "C", "N", "C", "C", "C", "C", "C", "N", "C", "C", "H", "H", "H", "H", "H", "F", "C", "F", "F", "S", "N", "C", "O", "C", "C", "C", "C", "C", "C", "C", "O", "H", "H", "H", "H"],
  "xyz": [[-0.14825, 1.64906, -1.02258], [-0.96932, 2.74817, -1.22002], [-1.73854, 3.63196, -1.31420], [1.08398, 1.37045, -1.71653], [1.68330, 0.07839, -1.58313], [2.73740, -0.32702, -2.37558], [3.22666, 0.51661, -3.38829], [4.07591, -0.02556, -4.39607], [4.83043, -0.49545, -5.15855], [2.75421, 1.83569, -3.45659], [1.75974, 2.29495, -2.58834], [-0.65669, 0.83237, -0.57089], [1.27320, -0.61404, -0.84997], [3.16343, -1.31309, -2.18227], [3.24636, 2.49581, -4.16628], [1.48205, 3.36195, -2.54114], [-2.17563, 1.84172, 5.94938], [-1.79624, 0.97212, 4.96150], [-0.66738, 0.33270, 5.40640], [-2.80326, 0.05479, 4.84252], [-1.47431, 2.00705, 3.46442], [-1.49600, 0.77285, 2.20631], [-2.63155, 0.00711, 1.79641], [-3.78298, 0.31248, 2.02978], [-2.00342, -1.15494, 1.07320], [-0.64605, -0.96364, 0.97676], [0.18073, -1.97341, 0.50853], [-0.34391, -3.22122, 0.18127], [-1.74484, -3.41276, 0.22201], [-2.56449, -2.38346, 0.72843], [-0.30384, 0.35732, 1.58016], [0.69600, 1.04760, 1.42614], [1.23775, -1.77221, 0.50563], [0.32990, -4.02431, -0.13116], [-2.17146, -4.38444, -0.06641], [-3.64289, -2.45562, 0.86914]],
  "forces_ev_per_angstrom": [[1.569, -0.108, -1.596], [-1.058, 1.471, -0.178], [0.952, -0.870, 0.049], [-1.235, 0.418, 0.307], [0.310, 0.038, -0.156], [-0.672, -0.005, 0.527], [-0.097, -0.397, -0.244], [1.666, -0.552, -0.738], [-1.307, 0.721, 1.012], [-0.486, 0.481, 0.809], [0.417, -0.141, -0.147], [-0.121, -0.416, 0.047], [0.271, 0.544, -0.514], [-0.047, 0.188, -0.400], [-0.279, 0.076, 0.064], [0.041, -0.708, -0.310], [0.469, -0.669, -0.895], [-0.143, -0.170, 0.584], [-1.332, 0.335, -0.460], [1.447, 0.863, -0.025], [-0.677, -1.387, -1.050], [-0.179, 1.155, 1.659], [-0.735, 0.729, 0.357], [1.502, -0.836, -0.340], [-0.559, -0.810, 0.299], [0.224, -0.261, 0.119], [0.153, -0.054, 0.587], [-0.743, 0.306, -0.322], [0.197, 0.289, 0.557], [-0.224, 0.254, -0.392], [2.135, 1.223, -0.683], [-1.733, -1.861, 1.395], [0.218, -0.304, 0.032], [-0.343, 0.293, 0.066], [0.170, 0.578, 0.204], [0.228, -0.415, -0.222]]
}